(1)
The following is a DFT calculation (wB97M-V/def2-TZVPD) of C18H57N9O6P3Y as an isolated structure in a non-equilibrium geometry.

Output
* LUMO: 0.69 eV
* relative energy (zero: lowest compared OMol25 entry of this formula, charge and spin): 225.9 kJ/mol
* total charge: 0
* Kohn-Sham gap: 8.5 eV
* calculated total energy: -74204.292 eV
* HOMO level: -7.78 eV
* multiplicity: 1

Element x y z (Å)
Y (-0.7612, 0.5289, -0.3673)
O (-1.7221, -0.0518, 1.5054)
H (-1.8953, -0.5604, 2.2842)
O (-2.3017, 1.8599, -1.2500)
H (-3.2137, 2.0273, -1.4466)
O (0.9018, 0.8109, -1.8219)
H (1.0974, 0.8244, -2.7509)
O (-1.5444, -1.5649, -1.1608)
P (-2.5019, -2.3631, -1.9785)
N (-1.6702, -3.5035, -2.8996)
C (-2.2756, -4.1563, -4.0425)
C (-0.5777, -4.1512, -2.2220)
N (-3.3255, -1.4585, -3.1151)
C (-4.6295, -0.8284, -2.8372)
C (-2.4738, -0.8314, -4.1194)
N (-3.6560, -3.1730, -1.0886)
C (-4.4443, -4.3259, -1.5448)
C (-3.8470, -2.9471, 0.3565)
H (-2.9822, -4.9506, -3.8257)
H (-1.4576, -4.5531, -4.6588)
H (-2.6365, -3.4070, -4.7482)
H (-0.8183, -5.1314, -1.7870)
H (-0.1604, -3.5288, -1.4363)
H (0.2487, -4.4089, -2.8951)
H (-4.6321, -0.7209, -1.7480)
H (-4.6520, 0.1635, -3.2750)
H (-5.4640, -1.4916, -3.0607)
H (-2.2535, 0.2075, -3.8545)
H (-1.5805, -1.4089, -4.3417)
H (-2.9976, -0.7449, -5.0809)
H (-4.7220, -4.2225, -2.5929)
H (-3.8568, -5.2435, -1.4907)
H (-5.3595, -4.3327, -0.9610)
H (-3.2263, -2.1250, 0.7210)
H (-3.4821, -3.8325, 0.8793)
H (-4.8880, -2.6811, 0.5309)
O (0.9442, -0.9563, 0.3924)
P (2.2786, -1.5112, 0.7240)
N (3.5282, -0.4162, 0.4501)
C (3.8680, -0.1640, -0.9535)
C (3.7579, 0.6100, 1.4472)
N (2.6761, -3.0324, 0.1436)
C (3.5877, -3.2497, -0.9918)
C (2.0220, -4.2209, 0.6950)
N (2.4394, -1.8061, 2.3801)
C (1.3275, -1.6405, 3.3035)
C (3.6523, -2.4234, 2.9439)
H (2.9635, -0.2784, -1.5657)
H (4.5895, -0.9034, -1.3041)
H (4.2420, 0.8378, -1.1492)
H (2.8082, 0.8852, 1.9087)
H (4.1389, 1.5354, 1.0120)
H (4.4672, 0.3409, 2.2344)
H (4.5683, -2.8343, -0.7670)
H (3.6801, -4.3361, -1.0209)
H (3.1656, -2.8654, -1.9215)
H (1.2323, -3.9198, 1.3809)
H (1.6506, -4.7463, -0.1823)
H (2.6995, -4.8656, 1.2627)
H (0.9135, -0.6349, 3.3951)
H (0.4706, -2.2678, 3.0274)
H (1.5913, -2.0028, 4.2983)
H (4.5081, -2.1485, 2.3353)
H (3.4176, -3.4776, 3.1127)
H (3.7751, -1.9972, 3.9423)
O (0.1906, 2.3120, 0.9255)
P (0.2107, 3.7484, 1.3013)
N (1.1293, 4.6632, 0.2601)
C (1.0691, 6.1155, 0.1518)
C (2.2964, 3.9991, -0.3119)
N (0.7661, 4.0092, 2.8290)
C (1.8688, 3.1571, 3.2824)
C (0.6434, 5.2969, 3.5076)
N (-1.3224, 4.4739, 1.2934)
C (-1.8319, 4.8499, -0.0292)
C (-2.3375, 3.8381, 2.1564)
H (2.1100, 6.4279, -0.0119)
H (0.6198, 6.6480, 0.9786)
H (0.7147, 6.3761, -0.8559)
H (2.0760, 3.5886, -1.3007)
H (2.6803, 3.1441, 0.2498)
H (3.1451, 4.6803, -0.4005)
H (1.7878, 3.0274, 4.3710)
H (1.6134, 2.1528, 2.9538)
H (2.8280, 3.6560, 3.1264)
H (1.5291, 5.8594, 3.1673)
H (-0.3004, 5.7913, 3.3135)
H (0.8471, 5.1822, 4.5742)
H (-1.1187, 4.7105, -0.8428)
H (-2.6037, 4.1307, -0.3109)
H (-2.1881, 5.8822, -0.0366)
H (-2.0156, 3.9643, 3.1960)
H (-2.3109, 2.7548, 2.0064)
H (-3.2989, 4.3262, 2.0462)

Here are the Löwdin charges for atoms 1 to 6, given in e: Y 1.38; O -0.47; H -0.08; O -0.46; H -0.08; O -0.47

---

(2)
The following is a DFT calculation (wB97M-V/def2-TZVPD) of a 10-piece molecular cluster, C18H58BF4N8O9 overall in a non-equilibrium geometry.

Output
* LUMO: 2.38 eV
* total charge: -1
* Kohn-Sham gap: 8.1 eV
* calculated total energy: -61507.470 eV
* HOMO level: -5.75 eV
* multiplicity: 1

Element x y z (Å)
B (0.9801, 0.6235, 0.6092)
F (1.5433, 1.3711, 1.6483)
F (2.0461, 0.2477, -0.1103)
F (0.2164, -0.3465, 0.9797)
F (0.2050, 1.5326, -0.0378)
C (0.9631, -2.0448, -3.2419)
O (1.1942, -3.0685, -2.6341)
N (1.1572, -1.9361, -4.5452)
N (0.4276, -1.0323, -2.6498)
H (0.9767, -1.0415, -4.9778)
H (1.5220, -2.6651, -5.1416)
H (0.2313, -1.2192, -1.6769)
H (0.1214, -0.2358, -3.1902)
C (2.7285, 2.6893, -2.7395)
O (3.0860, 3.2646, -3.7975)
N (2.8646, 1.3717, -2.5449)
N (2.1356, 3.3134, -1.7299)
H (2.7159, 0.9066, -3.4290)
H (2.4911, 0.9496, -1.7067)
H (2.0244, 4.3103, -1.8479)
H (1.9005, 2.8041, -0.8900)
C (3.3617, 3.5526, 1.4726)
C (4.5561, 2.7245, 1.0952)
C (5.8646, 3.3507, 1.4602)
O (6.9404, 2.3288, 1.3563)
C (8.2739, 2.8264, 1.3841)
N (4.3615, 1.5230, 1.7862)
H (3.0933, 3.4730, 2.5261)
H (2.4796, 3.2208, 0.9250)
H (3.6712, 4.5967, 1.4264)
H (4.3671, 2.2983, 0.1099)
H (5.7510, 3.7886, 2.4519)
H (5.9075, 4.1241, 0.6933)
H (8.9577, 1.9786, 1.4260)
H (8.4131, 3.3656, 2.3211)
H (8.3526, 3.5776, 0.5982)
H (3.4417, 1.1553, 1.5893)
H (4.2649, 1.8461, 2.7382)
C (-1.6342, 1.8455, 2.9559)
C (-2.5167, 1.0385, 2.0304)
C (-4.0011, 0.9141, 2.3661)
O (-4.6173, 0.0125, 1.3791)
C (-5.9845, -0.4728, 1.5922)
N (-2.3082, 1.6598, 0.7988)
H (-1.7753, 1.3533, 3.9182)
H (-1.8142, 2.9141, 3.0731)
H (-0.6002, 1.6216, 2.6939)
H (-2.1519, 0.0215, 1.8864)
H (-4.4526, 1.8890, 2.5499)
H (-4.2048, 0.4773, 3.3438)
H (-6.4250, -1.1016, 0.8185)
H (-6.6449, 0.3612, 1.8295)
H (-5.9227, -1.0449, 2.5180)
H (-1.3250, 1.7193, 0.5751)
H (-2.7016, 0.9837, 0.1599)
C (-4.4033, -0.8750, -2.1041)
C (-3.2500, -0.6390, -3.0432)
C (-2.4436, 0.5749, -2.6373)
O (-1.7204, 1.0520, -3.7823)
C (-0.6706, 1.9119, -3.4094)
N (-2.4497, -1.8024, -3.2648)
H (-4.7155, -1.9158, -2.0180)
H (-5.3446, -0.5552, -2.5512)
H (-4.2053, -0.3990, -1.1437)
H (-3.6173, -0.4469, -4.0513)
H (-1.7856, 0.4145, -1.7833)
H (-3.1851, 1.3395, -2.4056)
H (-1.2047, 2.8155, -3.1153)
H (-0.1198, 1.9853, -4.3471)
H (-0.0595, 1.6085, -2.5593)
H (-1.5502, -1.4759, -3.5879)
H (-2.2548, -2.1382, -2.3323)
C (-1.9003, -4.4990, -0.6762)
C (-2.2294, -3.4823, 0.4368)
C (-2.0086, -4.0744, 1.9246)
O (-2.2857, -3.1544, 2.9035)
C (-3.6343, -2.7295, 3.0247)
N (-1.5346, -2.2229, 0.1624)
H (-0.8888, -4.8970, -0.5961)
H (-1.7242, -4.0558, -1.6563)
H (-2.5574, -5.3647, -0.5922)
H (-3.3063, -3.3513, 0.3312)
H (-0.9330, -4.1562, 2.0809)
H (-2.5038, -5.0190, 2.1494)
H (-4.3302, -3.4487, 3.4567)
H (-4.0032, -2.4091, 2.0503)
H (-3.5593, -1.8198, 3.6204)
H (-1.8181, -1.5111, 0.8206)
H (-0.5328, -2.2778, 0.2789)
O (2.4906, -2.7108, 1.6188)
H (2.2662, -3.3085, 0.9056)
H (2.4557, -1.8403, 1.2222)
O (-0.4060, -1.3664, 3.7132)
H (-1.0406, -1.9004, 3.2353)
H (0.0876, -0.9118, 3.0306)
O (4.3181, -1.3419, -0.2376)
H (4.2695, -2.2955, -0.3037)
H (3.7808, -1.0234, -0.9631)

Here are the Löwdin charges for atoms 1 to 6, given in e: B -1.57; F 0.11; F 0.18; F 0.26; F 0.15; C -0.79